[1]
The following is a quantum chemistry calculation of a structure of composition C47H36ClN14O2V, from the OMol25 dataset.

Properties
- energy above the lowest of the compared OMol25 structures with the same formula, charge and spin (kcal per mole) = 0.0
- charge = +2
- Kohn-Sham gap (alpha / beta) (eV) = 5.65 / 5.99
- multiplicity = 3

Atoms and positions in Å:
V1 -0.42491 -0.39633 0.47951
C1 -5.62334 -1.78205 -1.15328
N1 -4.42421 -0.98162 -0.88483
C2 -3.38196 -1.27231 -0.11918
N2 -2.49861 -0.27564 -0.18247
C3 -3.09790 0.62242 -1.01709
N3 -4.26241 0.22991 -1.45978
C4 -6.62128 -1.79043 -0.02048
C5 -7.65227 -2.72401 -0.07330
C6 -8.61733 -2.75578 0.92036
C7 -8.55636 -1.86620 1.98134
C8 -7.52327 -0.93885 2.03612
C9 -6.55941 -0.89527 1.03275
C10 -7.45520 -0.01272 3.16577
N4 -8.31010 0.17216 4.10300
N5 -7.76514 1.14729 4.94029
C11 -6.63181 1.46262 4.43165
O1 -6.35268 0.77183 3.29344
C12 -5.63982 2.41962 4.91778
C13 -5.87835 3.13646 6.08814
C14 -4.92150 4.02065 6.55228
C15 -3.72624 4.19007 5.86233
C16 -3.49437 3.48176 4.69331
C17 -2.21924 3.68481 3.91723
N6 -1.68070 2.41594 3.41850
C18 -1.54593 1.99898 2.17197
N7 -1.01808 0.77649 2.16531
C19 -0.86726 0.49604 3.49619
N8 -1.25033 1.46743 4.27875
C20 -4.45455 2.59954 4.22140
H1 -5.29197 -2.79517 -1.38142
H2 -6.04655 -1.35462 -2.06097
H3 -3.27752 -2.17899 0.45508
H4 -2.66355 1.57090 -1.28810
H5 -7.70429 -3.42942 -0.89440
H6 -9.41659 -3.48237 0.87263
H7 -9.29691 -1.88493 2.76901
H8 -5.77578 -0.15006 1.08678
H9 -6.80566 2.98735 6.62427
H10 -5.09874 4.57434 7.46385
H11 -2.97636 4.87209 6.24416
H12 -1.44608 4.14642 4.52877
H13 -2.37597 4.31143 3.03716
H14 -1.81977 2.58566 1.31108
H15 -0.49004 -0.44413 3.86314
H16 -4.28261 2.03162 3.31484
C21 11.31086 -3.42233 -5.93337
O2 9.98425 -3.74984 -6.33422
C22 8.96584 -3.33379 -5.56549
C23 9.11089 -2.54930 -4.42167
C24 7.98213 -2.18182 -3.70635
C25 6.71259 -2.58117 -4.10734
C26 6.58104 -3.35644 -5.26434
C27 7.69047 -3.72974 -5.98321
C28 5.51686 -2.21670 -3.35710
N9 4.27792 -2.26807 -3.80299
C29 3.50816 -1.85565 -2.75744
C30 4.27458 -1.54416 -1.65566
N10 5.56556 -1.78149 -2.05387
C31 3.71425 -1.12298 -0.41624
C32 4.42928 -0.84927 0.76404
C33 3.75214 -0.49961 1.90160
C34 2.35725 -0.40244 1.86035
N11 1.66674 -0.62921 0.75981
C35 2.31567 -1.00320 -0.36831
C36 1.49790 -1.31338 -1.51891
N12 0.14692 -1.19383 -1.38131
C37 -0.62730 -1.54479 -2.40137
C38 -0.11783 -2.00140 -3.61798
C39 1.24125 -2.09962 -3.77873
C40 2.08311 -1.75624 -2.70953
H17 11.96490 -3.90152 -6.65401
H18 11.52261 -3.80938 -4.93502
H19 11.46886 -2.34247 -5.95865
H20 10.08265 -2.21487 -4.09250
H21 8.12259 -1.54567 -2.83943
H22 5.59644 -3.66741 -5.58583
H23 7.60494 -4.33491 -6.87500
H24 6.40342 -1.72111 -1.50157
H25 5.50882 -0.92732 0.77995
H26 4.27080 -0.30410 2.82883
H27 1.79504 -0.14055 2.74757
H28 -1.69409 -1.45522 -2.25255
H29 -0.80289 -2.27180 -4.40854
H30 1.68502 -2.44792 -4.70262
N13 0.70273 3.04167 -1.94055
C41 0.16988 1.84955 -1.63698
N14 0.28740 1.54503 -0.35897
C42 0.97928 2.62540 0.21321
C43 1.45482 2.83590 1.51240
C44 2.13327 4.00992 1.75976
C45 2.35581 4.96559 0.75277
C46 1.91795 4.76182 -0.53647
C47 1.23643 3.57167 -0.77685
H31 0.72182 3.45447 -2.85920
H32 -0.30499 1.22901 -2.38026
H33 1.31473 2.11012 2.30055
H34 2.51429 4.20011 2.75415
H35 2.89235 5.87283 0.99347
H36 2.10085 5.48301 -1.32112
Cl1 -0.72331 -2.24832 1.62021

Results of the Mulliken charge analysis, in e, for atoms 1 through 5: number 1, V, carries 0.0716; number 2, C, carries -1.2656; number 3, N, carries 0.9305; number 4, C, carries -0.5436; number 5, N, carries 1.0673

***

[2]
The following is a quantum chemistry calculation of the molecule C24H25NO5, from the OMol25 dataset.

Properties
- energy above the lowest of the compared OMol25 structures with the same formula, charge and spin (kcal per mole) = 72.2
- SMILES = COc1ccc(CN(C)C(=O)c2cccc(Oc3ccccc3)c2)c(OC)c1OC
- Kohn-Sham gap (eV) = 8.93

Atoms and positions in Å:
C1 -1.55739 -3.94407 -2.25562
O1 -1.69005 -3.18375 -1.08025
C2 -0.59131 -2.52322 -0.59804
C3 0.67403 -2.65171 -1.15062
C4 1.75463 -1.99514 -0.59268
C5 1.60449 -1.21557 0.53695
C6 2.77531 -0.49199 1.16831
N1 3.88074 -0.27547 0.26211
C7 5.00212 -1.18314 0.34487
C8 3.90393 0.73238 -0.64287
O2 4.82632 0.90630 -1.41705
C9 2.71439 1.64610 -0.58654
C10 2.83402 2.87629 0.04856
C11 1.74072 3.72104 0.12646
C12 0.52018 3.33984 -0.39932
C13 0.40181 2.10828 -1.03431
O3 -0.77350 1.68405 -1.60402
C14 -1.94754 1.84335 -0.91845
C15 -2.01890 1.91641 0.46905
C16 -3.25200 2.02647 1.08502
C17 -4.41591 2.05354 0.33566
C18 -4.34354 1.96138 -1.04453
C19 -3.11760 1.85830 -1.67318
C20 1.50692 1.27666 -1.15717
C21 0.33027 -1.06501 1.10176
O4 0.28748 -0.24954 2.20055
C22 -0.71636 -0.40901 3.18276
C23 -0.78322 -1.68714 0.51897
O5 -2.00651 -1.46911 1.10607
C24 -3.17000 -1.44241 0.30728
H1 -2.55536 -4.32546 -2.46767
H2 -1.21856 -3.33155 -3.09692
H3 -0.87266 -4.78683 -2.11681
H4 0.83093 -3.27009 -2.01847
H5 2.72281 -2.09393 -1.05661
H6 3.14518 -1.07738 2.01648
H7 2.41990 0.46475 1.56033
H8 4.67235 -2.21884 0.25146
H9 5.52066 -1.06153 1.29955
H10 5.68714 -0.94125 -0.46630
H11 3.78134 3.16574 0.47770
H12 1.83543 4.68243 0.60889
H13 -0.33866 3.99122 -0.32595
H14 -1.11379 1.87600 1.05653
H15 -3.30198 2.08877 2.16258
H16 -5.37441 2.14203 0.82439
H17 -5.24651 1.97504 -1.63657
H18 -3.04296 1.78741 -2.74730
H19 1.40089 0.34337 -1.68562
H20 -1.65637 0.05859 2.88634
H21 -0.32440 0.08753 4.07181
H22 -0.89565 -1.46280 3.40143
H23 -3.90746 -0.89225 0.89263
H24 -3.00033 -0.91669 -0.63444
H25 -3.54110 -2.44842 0.10284

Results of the Mulliken charge analysis, in e, for atoms 1 through 5: number 1, C, carries -1.0190; number 2, O, carries -0.4304; number 3, C, carries 1.1190; number 4, C, carries -0.9091; number 5, C, carries -0.9904

***

[3]
The following is a quantum chemistry calculation of the molecule C4H4N2O2, from the OMol25 dataset.

Properties
- energy above the lowest of the compared OMol25 structures with the same formula, charge and spin (kcal per mole) = 28.3
- SMILES = Nc1ccoc(=O)n1
- Kohn-Sham gap (eV) = 9.78

Atoms and positions in Å:
N1 2.35162 -0.88891 -0.00808
C1 1.14918 -0.20516 -0.09868
C2 1.03774 1.22375 -0.03884
C3 -0.23697 1.64078 0.09461
O1 -1.27930 0.85338 -0.01440
C4 -1.19926 -0.56054 0.05546
O2 -2.24074 -1.07770 0.01198
N2 0.06129 -1.01659 -0.07751
H1 3.20050 -0.30732 0.18530
H2 2.36285 -1.84602 0.41028
H3 1.86997 1.99284 0.03629
H4 -0.66749 2.70050 -0.08864

Results of the Mulliken charge analysis, in e, for atoms 1 through 5: number 1, N, carries -0.4605; number 2, C, carries 0.8013; number 3, C, carries -0.5075; number 4, C, carries -0.0420; number 5, O, carries -0.3015

***

[4]
The following is a quantum chemistry calculation of a structure of composition C9H10O4, from the OMol25 dataset.

Properties
- energy above the lowest of the compared OMol25 structures with the same formula, charge and spin (kcal per mole) = 214.1
- Kohn-Sham gap (eV) = 9.09

Atoms and positions in Å:
C1 -0.42263 1.81928 3.10703
C2 -0.78515 0.73327 0.92518
C3 -1.81265 0.49757 -0.03697
C4 -1.40249 -0.10057 -1.11550
C5 -2.52952 -0.34472 -2.08760
C6 -0.10608 -0.69648 -1.40233
C7 0.72162 -0.29774 -0.48795
C8 2.42214 -1.64792 -1.57376
C9 0.48529 0.19789 0.70887
H1 0.44682 0.67666 3.62273
H2 -0.70215 2.54897 3.90376
H3 0.35596 2.43128 2.69543
H4 -2.92948 0.75241 0.19411
H5 -2.00124 -0.82581 -3.24950
H6 -0.14479 -1.07794 -2.25550
H7 1.71678 -2.82865 -1.26701
H8 2.49816 -1.08129 -2.40802
H9 3.39502 -1.87281 -1.25138
H10 2.09244 -0.05464 1.13218
O1 -1.30440 1.52944 1.96389
O2 -3.66033 -0.06223 -2.15373
O3 2.16319 -0.85568 -0.53848
O4 1.50352 0.55969 1.57453

Results of the Mulliken charge analysis, in e, for atoms 1 through 5: number 1, C, carries -0.7226; number 2, C, carries 0.5068; number 3, C, carries -0.9994; number 4, C, carries 1.1057; number 5, C, carries -0.1753

***

[5]
The following is a quantum chemistry calculation of the ion C4H8NOS with charge +1, from the OMol25 dataset.

Properties
- energy above the lowest of the compared OMol25 structures with the same formula, charge and spin (kcal per mole) = 42.9
- charge = +1
- Kohn-Sham gap (alpha / beta) (eV) = 7.58 / 7.58

Atoms and positions in Å:
C1 -0.10874 -1.06621 -0.67751
C2 -0.36877 0.33815 -0.54103
C3 -1.32244 0.90647 -1.56361
C4 -0.00737 1.19218 0.54436
N1 0.70445 0.75882 1.61409
O1 1.46297 -2.27125 1.57375
S1 0.73390 -2.35707 0.03820
H1 -0.30676 -1.67374 -1.61363
H2 -0.92660 0.68724 -2.55885
H3 -2.46466 0.79560 -1.39495
H4 -1.30713 2.10445 -1.47731
H5 -0.32497 2.21948 0.41577
H6 0.77382 1.33422 2.37754
H7 1.16208 -0.12993 1.68756
H8 2.30022 -2.83841 1.57563

Results of the Mulliken charge analysis, in e, for atoms 1 through 5: number 1, C, carries -0.4137; number 2, C, carries 0.7135; number 3, C, carries -1.1987; number 4, C, carries 0.0663; number 5, N, carries -0.2205

***

[6]
The following is a quantum chemistry calculation of a structure of composition C2H4N2S, from the OMol25 dataset.

Properties
- energy above the lowest of the compared OMol25 structures with the same formula, charge and spin (kcal per mole) = 65.8
- Kohn-Sham gap (alpha / beta) (eV) = 7.88 / 7.88

Atoms and positions in Å:
C1 1.01637 1.20924 -0.03987
C2 -1.01622 0.12202 -0.05264
N1 1.70251 2.08127 0.23609
N2 0.34127 0.14686 -0.43169
S1 1.55720 -1.51603 0.38153
H1 -1.31528 1.16491 -0.30923
H2 -1.70762 -0.64219 -0.62306
H3 -1.11630 -0.24974 1.02313
H4 0.53807 -2.31634 -0.18426

Results of the Mulliken charge analysis, in e, for atoms 1 through 5: number 1, C, carries 0.5667; number 2, C, carries -0.6801; number 3, N, carries -0.4303; number 4, N, carries -0.4157; number 5, S, carries -0.0815

***

Maximum force across the listed records, respectively: 0.584; 0.774; 3.573; 9.131; 3.773; 4.169 eV/Å.
Calculated total energy across the listed records, respectively: -4133.7004; -1360.4631; -414.8011; -649.5968; -685.0583; -586.1896 hartree.